No. 1
Computed, not measured: a 12-piece molecular cluster, C6H35NO12 overall, with wB97M-V/def2-TZVPD.

```
54
Properties=species:S:1:pos:R:3:lowdin_charge:R:1
C 1.57 -2.47 0.84 -0.083
N 0.37 -2.04 0.06 -0.089
C 0.02 -0.69 0.10 -0.158
C -1.20 -0.25 -0.20 -0.099
C -1.28 1.27 -0.34 -0.199
C -1.78 1.70 -1.74 -0.170
C -0.59 1.86 -2.68 -0.234
O -0.03 3.20 -2.58 -0.094
H 1.63 -3.55 0.81 0.085
H 1.61 -2.01 1.83 0.073
H 2.40 -2.17 0.21 0.042
H -0.36 -2.72 0.13 0.104
H 0.88 -0.07 0.29 0.100
H -2.16 -0.75 -0.30 0.093
H -0.29 1.72 -0.24 0.100
H -2.00 1.65 0.38 0.079
H -2.34 2.64 -1.65 0.115
H -2.49 0.99 -2.15 0.111
H -0.94 1.78 -3.70 0.118
H 0.21 1.14 -2.48 0.091
H -0.08 3.46 -1.65 0.079
O 0.23 3.12 2.68 -0.089
H -0.30 3.93 2.62 0.051
H -0.44 2.51 3.07 0.010
O -0.22 -0.43 4.00 -0.068
H -0.18 0.10 4.80 0.075
H 0.61 -0.23 3.52 0.025
O -1.79 -2.53 -1.91 -0.075
H -1.64 -3.24 -2.55 0.050
H -1.41 -1.85 -2.48 0.031
O 2.77 2.16 -1.85 -0.051
H 3.37 2.87 -1.63 0.054
H 2.03 2.55 -2.34 0.017
O -1.91 1.57 3.14 -0.056
H -1.59 0.66 3.30 0.025
H -2.42 1.56 2.32 0.038
O -4.16 -1.25 1.64 -0.055
H -3.79 -2.14 1.70 0.035
H -3.48 -0.60 1.49 -0.012
O 3.28 -0.76 -0.91 -0.064
H 2.73 -1.06 -1.64 0.004
H 3.37 0.20 -1.04 0.022
O -1.61 -2.74 3.17 -0.059
H -0.80 -2.98 2.73 0.015
H -1.48 -1.84 3.48 -0.003
O 0.81 -2.68 -3.06 -0.071
H 0.81 -2.62 -2.10 0.009
H 1.17 -1.89 -3.49 -0.002
O 2.08 -0.25 -3.50 -0.060
H 2.93 -0.71 -3.44 0.066
H 2.24 0.60 -3.92 0.064
O 1.84 0.89 2.75 -0.056
H 2.26 0.57 1.94 0.044
H 1.55 1.81 2.59 0.024
```

HOMO level = -8.05 eV
Gap between HOMO and LUMO = 8.021 eV
LUMO energy = -0.029 eV
SMILES = CN/C=C/CCCO.O.O.O.O.O.O.O.O.O.O.O
Energy = -32849.6717 eV



No. 2
Computed, not measured: a 12-piece molecular cluster, C6H36N12O12 overall, with wB97M-V/def2-TZVPD.

```
66
Properties=species:S:1:pos:R:3:lowdin_charge:R:1
N -3.00 1.00 -2.20 0.169
C -1.94 0.60 -2.92 -0.779
N -1.24 1.59 -3.35 0.205
O -1.68 -0.55 -3.12 0.030
H -3.24 1.98 -2.09 0.098
H -3.71 0.32 -1.95 0.088
H -1.65 2.45 -3.04 0.111
H -0.33 1.58 -3.79 0.107
N -3.92 -1.20 0.14 0.186
C -4.55 -1.87 1.08 -0.827
N -3.76 -2.18 2.04 0.176
O -5.70 -2.18 1.09 0.074
H -2.94 -1.00 0.22 0.084
H -4.38 -0.88 -0.70 0.094
H -4.25 -2.77 2.70 0.140
H -2.80 -1.89 1.99 0.059
N -0.13 -0.84 -0.66 0.212
C 0.89 -0.07 -0.36 -0.722
N 1.51 -0.47 0.68 0.233
O 1.19 0.95 -0.97 -0.024
H -0.49 -1.50 0.03 0.059
H -0.42 -0.79 -1.62 0.076
H 2.47 -0.22 0.89 0.088
H 1.16 -1.33 1.08 0.107
N -4.05 2.54 1.53 0.165
C -2.95 1.90 1.73 -0.782
N -2.07 2.02 0.79 0.183
O -2.76 1.40 2.85 0.025
H -4.79 2.65 2.21 0.130
H -4.05 3.09 0.68 0.095
H -2.31 2.71 0.10 0.099
H -1.31 1.35 0.83 0.105
N -0.92 -1.63 3.26 0.156
C -0.40 -0.67 4.01 -0.752
N 0.89 -0.65 4.08 0.173
O -1.13 0.14 4.60 0.023
H -0.46 -2.35 2.71 0.065
H -1.92 -1.63 3.35 0.082
H 1.33 0.13 4.54 0.129
H 1.45 -1.29 3.53 0.090
N 2.06 -0.17 -4.12 0.185
C 2.42 1.09 -4.32 -0.812
N 2.10 1.92 -3.32 0.142
O 2.93 1.52 -5.27 0.095
H 1.68 -0.45 -3.23 0.089
H 1.88 -0.77 -4.91 0.124
H 1.77 1.32 -2.57 0.022
H 1.89 2.90 -3.39 0.127
O 3.95 -0.63 2.09 -0.036
H 3.93 -1.25 2.82 0.057
H 4.87 -0.35 2.05 0.075
O 4.40 -3.02 0.48 -0.068
H 4.33 -2.41 1.21 -0.028
H 4.22 -2.49 -0.30 -0.019
O -0.81 -3.14 0.94 -0.060
H -0.51 -3.44 0.08 0.069
H -1.30 -3.87 1.29 0.073
O 1.30 2.77 0.95 -0.052
H 1.21 2.03 0.35 -0.052
H 0.78 3.47 0.54 0.027
O 4.36 -0.87 -1.32 -0.040
H 5.14 -0.33 -1.32 0.050
H 3.68 -0.31 -0.96 0.000
O 4.17 1.92 -0.90 -0.048
H 3.31 2.30 -1.09 0.010
H 4.59 1.82 -1.75 0.038
```

HOMO level = -9.13 eV
Gap between HOMO and LUMO = 8.764 eV
LUMO energy = -0.364 eV
SMILES = NC(N)=O.NC(N)=O.NC(N)=O.NC(N)=O.NC(N)=O.NC(N)=O.O.O.O.O.O.O
Energy = -49260.1500 eV



Repeat the second record exactly.
Computed, not measured: a 12-piece molecular cluster, C6H36N12O12 overall, with wB97M-V/def2-TZVPD.

```
66
Properties=species:S:1:pos:R:3:lowdin_charge:R:1
N -3.00 1.00 -2.20 0.169
C -1.94 0.60 -2.92 -0.779
N -1.24 1.59 -3.35 0.205
O -1.68 -0.55 -3.12 0.030
H -3.24 1.98 -2.09 0.098
H -3.71 0.32 -1.95 0.088
H -1.65 2.45 -3.04 0.111
H -0.33 1.58 -3.79 0.107
N -3.92 -1.20 0.14 0.186
C -4.55 -1.87 1.08 -0.827
N -3.76 -2.18 2.04 0.176
O -5.70 -2.18 1.09 0.074
H -2.94 -1.00 0.22 0.084
H -4.38 -0.88 -0.70 0.094
H -4.25 -2.77 2.70 0.140
H -2.80 -1.89 1.99 0.059
N -0.13 -0.84 -0.66 0.212
C 0.89 -0.07 -0.36 -0.722
N 1.51 -0.47 0.68 0.233
O 1.19 0.95 -0.97 -0.024
H -0.49 -1.50 0.03 0.059
H -0.42 -0.79 -1.62 0.076
H 2.47 -0.22 0.89 0.088
H 1.16 -1.33 1.08 0.107
N -4.05 2.54 1.53 0.165
C -2.95 1.90 1.73 -0.782
N -2.07 2.02 0.79 0.183
O -2.76 1.40 2.85 0.025
H -4.79 2.65 2.21 0.130
H -4.05 3.09 0.68 0.095
H -2.31 2.71 0.10 0.099
H -1.31 1.35 0.83 0.105
N -0.92 -1.63 3.26 0.156
C -0.40 -0.67 4.01 -0.752
N 0.89 -0.65 4.08 0.173
O -1.13 0.14 4.60 0.023
H -0.46 -2.35 2.71 0.065
H -1.92 -1.63 3.35 0.082
H 1.33 0.13 4.54 0.129
H 1.45 -1.29 3.53 0.090
N 2.06 -0.17 -4.12 0.185
C 2.42 1.09 -4.32 -0.812
N 2.10 1.92 -3.32 0.142
O 2.93 1.52 -5.27 0.095
H 1.68 -0.45 -3.23 0.089
H 1.88 -0.77 -4.91 0.124
H 1.77 1.32 -2.57 0.022
H 1.89 2.90 -3.39 0.127
O 3.95 -0.63 2.09 -0.036
H 3.93 -1.25 2.82 0.057
H 4.87 -0.35 2.05 0.075
O 4.40 -3.02 0.48 -0.068
H 4.33 -2.41 1.21 -0.028
H 4.22 -2.49 -0.30 -0.019
O -0.81 -3.14 0.94 -0.060
H -0.51 -3.44 0.08 0.069
H -1.30 -3.87 1.29 0.073
O 1.30 2.77 0.95 -0.052
H 1.21 2.03 0.35 -0.052
H 0.78 3.47 0.54 0.027
O 4.36 -0.87 -1.32 -0.040
H 5.14 -0.33 -1.32 0.050
H 3.68 -0.31 -0.96 0.000
O 4.17 1.92 -0.90 -0.048
H 3.31 2.30 -1.09 0.010
H 4.59 1.82 -1.75 0.038
```

HOMO level = -9.13 eV
Gap between HOMO and LUMO = 8.764 eV
LUMO energy = -0.364 eV
SMILES = NC(N)=O.NC(N)=O.NC(N)=O.NC(N)=O.NC(N)=O.NC(N)=O.O.O.O.O.O.O
Energy = -49260.1500 eV